Entry 1:
{
  "formula": "C32H92N4O12",
  "method": "ωB97M-V with the def2-TZVPD basis set",
  "symbols": ["C", "O", "C", "C", "C", "N", "H", "H", "H", "H", "H", "H", "H", "H", "H", "H", "H", "C", "O", "C", "C", "C", "N", "H", "H", "H", "H", "H", "H", "H", "H", "H", "H", "H", "C", "O", "C", "C", "C", "N", "H", "H", "H", "H", "H", "H", "H", "H", "H", "H", "H", "C", "O", "C", "C", "C", "N", "H", "H", "H", "H", "H", "H", "H", "H", "H", "H", "H", "C", "C", "O", "H", "H", "H", "H", "H", "H", "C", "C", "O", "H", "H", "H", "H", "H", "H", "C", "C", "O", "H", "H", "H", "H", "H", "H", "C", "C", "O", "H", "H", "H", "H", "H", "H", "C", "C", "O", "H", "H", "H", "H", "H", "H", "C", "C", "O", "H", "H", "H", "H", "H", "H", "C", "C", "O", "H", "H", "H", "H", "H", "H", "C", "C", "O", "H", "H", "H", "H", "H", "H"],
  "coordinates": [[0.60508, 4.17165, 4.08607], [0.40237, 5.43099, 3.47034], [0.07260, 6.35795, 4.48830], [0.45133, 7.73586, 4.03039], [0.01375, 8.84317, 5.06579], [-0.34801, 7.91933, 2.76727], [1.36134, 4.25414, 4.86668], [0.93010, 3.41738, 3.36945], [-0.35805, 3.90795, 4.52305], [-1.00916, 6.39957, 4.61537], [0.62165, 6.27247, 5.42604], [1.51036, 7.72821, 3.77256], [0.43367, 8.66080, 6.05499], [-1.06662, 8.94240, 5.17089], [0.42432, 9.81703, 4.79909], [-0.06188, 7.10382, 2.24463], [-1.35474, 7.96387, 2.83517], [0.36707, -2.00535, -0.86943], [-0.11889, -0.95142, -0.08681], [0.94953, -0.05481, 0.22950], [0.47126, 1.05528, 1.09639], [0.03672, 0.60514, 2.48073], [-0.50813, 1.79113, 0.35504], [0.76781, -2.81411, -0.25835], [1.12491, -1.80267, -1.62621], [-0.47789, -2.37450, -1.45069], [1.78033, -0.66715, 0.58011], [1.32186, 0.43492, -0.67029], [1.22950, 1.82664, 1.23123], [-0.83603, -0.02278, 2.30145], [-0.31598, 1.42591, 3.10525], [0.89257, 0.10944, 2.93888], [-1.00451, 0.99358, -0.01593], [-1.15841, 2.26660, 0.96427], [2.86759, -7.50708, -4.71928], [1.66826, -6.84231, -4.35698], [0.84932, -7.41756, -3.30793], [-0.38673, -6.57025, -2.83758], [-0.06071, -5.19023, -2.23570], [-1.28198, -7.30132, -1.96819], [3.36011, -7.02045, -5.56113], [2.74313, -8.58671, -4.80290], [3.69091, -7.45761, -4.00667], [0.57180, -8.45699, -3.48302], [1.50534, -7.32007, -2.44293], [-0.88279, -6.34753, -3.78226], [-0.91714, -4.52011, -2.31046], [0.77761, -4.80938, -2.81902], [0.18795, -5.29535, -1.17967], [-1.67019, -8.13239, -2.39094], [-2.13157, -6.79062, -1.77460], [-2.10649, -2.08647, -7.95307], [-3.02188, -1.63905, -6.95111], [-2.49839, -1.76989, -5.58954], [-3.60615, -1.38351, -4.60326], [-3.07445, -1.05056, -3.14658], [-4.50597, -2.53888, -4.57250], [-2.42086, -2.06439, -8.99652], [-1.81346, -3.10101, -7.68303], [-1.21751, -1.45580, -7.96239], [-2.14108, -2.78145, -5.39679], [-1.65696, -1.08404, -5.68803], [-4.14642, -0.53075, -5.01435], [-3.96026, -0.94189, -2.52078], [-2.47348, -0.14347, -3.08224], [-2.49894, -1.88261, -2.74088], [-4.76096, -2.90872, -5.47710], [-5.29248, -2.18956, -4.04384], [-5.49409, 1.03742, 0.33460], [-4.31316, 0.56156, 1.17125], [-3.44617, 1.61394, 1.39778], [-6.12906, 0.28738, -0.13697], [-5.11937, 1.67727, -0.46431], [-6.22147, 1.56951, 0.94770], [-3.71648, -0.07833, 0.52117], [-4.58106, 0.21141, 2.16811], [-3.11343, 1.89248, 0.54145], [3.68477, -2.28480, 6.03750], [4.33867, -1.31095, 5.12694], [3.32706, -0.61974, 4.45132], [3.43357, -3.25366, 5.60587], [2.80128, -1.96897, 6.59230], [4.39146, -2.60610, 6.80265], [5.04692, -1.87557, 4.52056], [4.87114, -0.47308, 5.57700], [3.24795, 0.31793, 4.64136], [0.65713, -3.13315, 4.04879], [1.19985, -3.51981, 2.65500], [2.49092, -3.00889, 2.55091], [-0.41214, -2.99398, 4.20814], [1.04328, -2.16319, 4.36208], [0.94687, -3.89121, 4.77645], [0.58585, -3.10701, 1.85457], [1.01278, -4.59315, 2.62287], [2.40126, -2.23962, 3.11818], [2.48604, 1.91106, -3.07580], [1.28620, 2.73935, -2.51537], [1.48383, 3.01213, -1.15563], [2.65152, 2.10123, -4.13626], [2.41848, 0.83719, -2.90159], [3.36562, 2.33905, -2.59487], [0.36773, 2.18297, -2.70236], [1.18770, 3.68151, -3.05456], [0.79912, 2.57103, -0.64749], [-1.84919, 5.78159, -1.13334], [-1.93838, 4.26240, -1.07628], [-3.28338, 3.80704, -0.91897], [-1.94256, 6.26152, -0.15916], [-2.55409, 6.18172, -1.86212], [-0.86298, 6.10904, -1.46240], [-1.39449, 3.99887, -0.16917], [-1.33696, 3.84283, -1.88274], [-3.74774, 3.84355, -1.75839], [4.40785, -3.05629, -1.98116], [4.15331, -3.55022, -0.52106], [4.55916, -2.48391, 0.33301], [3.96664, -2.10099, -2.26545], [4.03118, -3.75890, -2.72451], [5.46838, -3.16338, -2.20902], [4.74507, -4.42133, -0.23982], [3.07494, -3.65524, -0.40201], [4.17658, -2.65479, 1.19675], [-3.61793, -2.73301, 0.60246], [-2.66016, -2.59431, 1.73423], [-3.33097, -2.68706, 3.01396], [-3.15095, -2.23012, -0.24438], [-4.57511, -2.37713, 0.98356], [-3.77015, -3.77745, 0.33027], [-2.14264, -1.64024, 1.63413], [-1.88981, -3.36531, 1.71973], [-2.94884, -2.29361, 3.80186], [2.94407, 6.42765, 1.34535], [2.11148, 5.38506, 0.52575], [2.59698, 5.36731, -0.78978], [2.50073, 7.31691, 0.89726], [4.02918, 6.33016, 1.31176], [2.65615, 6.28232, 2.38655], [1.03153, 5.48629, 0.41813], [2.27589, 4.35993, 0.85769], [2.44165, 4.45146, -1.03202]],
  "atomic_forces_ev_per_a": [[-0.4, 0.1, -0.1], [0.7, -0.3, 0.7], [0.2, 1.2, 0.2], [-2.9, 1.2, -0.6], [1.2, -0.6, -0.4], [2.1, 0.6, -0.2], [0.1, -0.1, 0.1], [-0.1, 0.2, -0.2], [0.1, -0.6, 0.3], [-0.2, -0.5, 0.5], [-0.1, -1.1, 0.3], [0.0, 0.5, 0.0], [-0.1, -0.3, 0.1], [0.0, -0.2, -0.2], [-0.1, 0.0, -0.4], [-0.5, 0.1, -0.7], [0.1, -0.2, 0.6], [-0.7, -1.1, -0.6], [0.5, 0.9, -0.1], [0.7, -0.5, -0.7], [1.2, 1.3, 2.1], [-0.4, 0.0, -0.6], [-1.0, -0.8, -0.9], [0.0, -0.1, 0.2], [0.2, 0.8, 0.1], [-0.1, -0.2, 0.2], [0.2, 0.3, 0.7], [0.0, -0.2, -0.5], [1.1, -0.6, 0.2], [0.1, -0.5, 0.5], [0.2, 0.1, 0.0], [-0.3, -0.3, 0.3], [-1.1, 0.3, -0.8], [0.0, 0.1, 0.2], [0.3, -0.3, 1.0], [-1.1, 0.3, -0.4], [1.4, 1.1, 1.7], [-0.2, 0.8, -2.2], [0.3, -1.0, -0.3], [-0.1, -0.8, 0.6], [-0.9, -0.2, -0.5], [-0.3, -0.1, -0.7], [-0.2, 0.4, 1.0], [0.0, 0.0, -0.2], [0.2, -0.9, 0.5], [-0.3, 0.2, -0.4], [0.0, 0.0, -0.1], [0.0, 0.4, 0.2], [0.2, 0.0, 0.0], [0.4, -0.4, -0.3], [0.2, 0.7, 0.2], [0.6, -0.1, 1.1], [-0.8, -0.6, -0.3], [0.1, 1.2, -1.7], [1.2, -0.5, -0.3], [-0.7, -0.6, -1.3], [0.3, 0.4, 1.4], [-1.0, 0.1, 0.4], [0.2, -0.2, -0.3], [0.3, 0.1, 0.3], [0.0, -0.2, 0.0], [0.3, 0.1, 1.1], [0.3, 0.4, 0.0], [0.0, 0.1, 0.2], [-0.1, 0.0, -0.2], [0.0, -0.1, -0.1], [-0.1, 0.5, -0.1], [-0.6, -0.7, -0.3], [-0.9, 0.0, 0.3], [-0.3, -0.2, -1.3], [1.1, 1.7, 0.9], [0.4, -0.6, 0.0], [-0.1, 0.2, 0.1], [0.3, 0.5, 0.0], [-0.4, -1.3, 0.5], [0.0, -0.7, -0.4], [-0.2, 0.5, -0.2], [0.3, -1.5, 1.8], [0.0, 1.1, 0.8], [-1.6, -0.2, -2.3], [-0.2, 0.3, -0.7], [0.0, 0.5, -0.3], [0.3, 0.2, 0.2], [-0.2, 0.4, -0.7], [0.7, -0.7, 0.9], [0.5, -0.2, 0.2], [-0.3, 0.2, 0.3], [-2.6, 0.2, 0.9], [0.7, -0.5, -0.1], [-0.3, -0.4, -0.7], [0.4, 0.1, 0.1], [0.3, 0.2, 0.1], [-0.2, 0.2, 0.0], [1.2, -0.3, -0.5], [0.9, 0.6, 0.0], [-0.3, 1.2, 0.1], [0.7, -0.9, -1.1], [0.5, -0.1, -0.2], [-0.3, -0.2, -0.1], [0.0, 0.1, 0.2], [0.2, -0.3, 0.2], [-0.3, 0.0, 0.3], [0.2, 0.1, -0.1], [-0.9, -0.1, 0.5], [0.3, 0.3, -0.4], [0.6, 1.2, 1.0], [0.5, -0.5, -0.1], [-0.6, -0.1, 0.0], [-0.2, 0.2, 0.2], [0.2, -0.2, -0.2], [-0.3, -0.3, -0.1], [-0.6, -0.4, -0.4], [0.1, 0.1, -0.1], [0.4, -1.7, 0.1], [-0.1, 1.9, -1.0], [0.2, 0.2, 0.0], [0.3, 0.1, 0.6], [-0.6, -0.4, 0.2], [0.2, 0.9, 0.2], [-0.4, -0.4, -0.4], [-0.1, -0.7, 0.1], [-0.2, 0.0, 0.3], [-0.2, -0.9, 0.3], [1.2, 0.3, 1.8], [-1.1, -0.5, -0.7], [-0.7, 0.2, -0.2], [-0.1, 0.5, -0.7], [0.0, -0.1, 0.0], [0.0, 0.1, 0.2], [0.1, -0.1, -0.2], [0.7, 0.2, -0.6], [-2.4, -1.1, -0.4], [1.7, -0.9, 0.1], [0.7, 0.7, -0.8], [0.9, 0.8, 0.6], [-0.2, -0.1, -0.7], [-0.2, 0.5, 0.1], [-0.2, 0.8, 1.0], [-0.1, -0.1, 0.9], [-0.1, -0.2, -0.6]],
  "lowdin_charge": [-0.094, -0.202, -0.252, -0.383, -0.048, 0.034, 0.087, 0.071, 0.093, 0.133, 0.125, 0.126, 0.065, 0.072, 0.070, 0.036, 0.065, -0.110, -0.177, -0.167, -0.436, -0.015, 0.066, 0.068, 0.095, 0.065, 0.136, 0.113, 0.132, 0.069, 0.069, 0.075, 0.085, 0.078, -0.122, -0.198, -0.158, -0.439, -0.060, 0.030, 0.087, 0.082, 0.074, 0.120, 0.118, 0.123, 0.062, 0.078, 0.076, 0.068, 0.071, -0.113, -0.218, -0.179, -0.408, -0.038, 0.030, 0.084, 0.082, 0.078, 0.120, 0.120, 0.129, 0.060, 0.071, 0.052, 0.072, 0.067, -0.067, -0.324, -0.091, 0.068, 0.064, 0.074, 0.089, 0.127, 0.039, -0.099, -0.314, -0.096, 0.070, 0.082, 0.074, 0.118, 0.117, 0.092, -0.063, -0.301, -0.068, 0.064, 0.056, 0.077, 0.076, 0.117, 0.038, -0.061, -0.300, -0.126, 0.067, 0.055, 0.075, 0.103, 0.112, 0.015, -0.076, -0.310, -0.071, 0.070, 0.073, 0.072, 0.082, 0.100, 0.086, -0.075, -0.288, -0.102, 0.064, 0.056, 0.067, 0.111, 0.085, 0.039, -0.083, -0.317, -0.087, 0.059, 0.082, 0.076, 0.078, 0.102, 0.071, -0.049, -0.329, -0.105, 0.077, 0.075, 0.040, 0.097, 0.094, 0.018],
  "lumo_energy_ha": 0.01079,
  "e_homo_ev": -8.77,
  "smiles": "COC[C@H](C)N.COC[C@H](C)N.COC[C@H](C)N.COC[C@H](C)N.CCO.CCO.CCO.CCO.CCO.CCO.CCO.CCO",
  "total_charge": 0,
  "de_lowest_ev": 3.902
}

Entry 2:
{
  "formula": "C3H4O2",
  "method": "ωB97M-V with the def2-TZVPD basis set",
  "symbols": ["O", "C", "C", "O", "C", "H", "H", "H", "H"],
  "coordinates": [[-1.34342, -0.66444, -0.87804], [-0.58158, 0.37351, -0.37149], [0.89145, 0.16717, -0.25667], [1.13492, 1.11478, 0.78519], [0.10558, 0.14037, 0.94570], [-0.90290, -1.48535, -0.61770], [-0.97000, 1.34308, -0.66296], [1.63387, -0.44885, -0.72035], [0.03207, -0.54027, 1.77632]],
  "atomic_forces_ev_per_a": [[0.1, -0.2, 0.0], [0.0, 0.3, 0.0], [0.1, -0.1, -0.2], [0.0, 0.3, -0.1], [-0.1, -0.1, 0.1], [-0.2, -0.1, -0.1], [-0.1, 0.0, 0.2], [0.2, -0.2, 0.0], [0.0, 0.0, 0.0]],
  "lowdin_charge": [0.016, -0.267, -0.159, 0.012, -0.148, 0.104, 0.153, 0.144, 0.145],
  "lumo_energy_ha": 0.03164,
  "e_homo_ev": -9.26,
  "smiles": "O[C@@H]1[C@H]2O[C@@H]12",
  "total_charge": 0,
  "de_lowest_ev": 3.642
}

Entry 3:
{
  "formula": "C4H12N2S",
  "method": "ωB97M-V with the def2-TZVPD basis set",
  "symbols": ["C", "N", "C", "C", "N", "C", "S", "H", "H", "H", "H", "H", "H", "H", "H", "H", "H", "H", "H"],
  "coordinates": [[2.07238, -0.73007, -2.47159], [1.79818, -1.42402, -1.21976], [0.46004, -1.25500, -0.55432], [0.23433, 0.09259, 0.08317], [-0.35377, 1.10604, -0.87785], [-0.81236, -0.26236, 1.23685], [-1.72377, 1.15223, 1.90404], [1.70110, 0.25030, -2.56730], [1.45314, -1.20276, -3.30522], [3.08637, -0.88772, -2.82912], [2.43583, -1.14411, -0.52800], [-0.27601, -1.19056, -1.37628], [0.39503, -2.13392, 0.03765], [1.25388, 0.35350, 0.42471], [0.30485, 1.88336, -0.76379], [-1.35680, 1.42266, -0.61812], [-1.60445, -0.78026, 0.68660], [-0.33915, -0.89932, 2.09244], [-1.31072, 1.04813, 3.20037]],
  "atomic_forces_ev_per_a": [[-1.6, -2.2, -1.6], [-1.2, -0.2, -0.3], [0.9, 0.8, -3.8], [-1.3, -0.4, 1.5], [0.0, -0.1, 1.3], [1.3, -0.1, 0.2], [0.3, 0.2, 1.2], [0.2, 1.8, 0.4], [0.6, 0.0, 1.0], [0.2, 0.3, 0.4], [1.4, 0.3, 0.9], [0.0, -1.0, 0.3], [-0.6, -0.4, 0.9], [-0.7, 0.8, 0.3], [-1.0, 0.2, -0.4], [2.5, -0.6, -0.3], [0.3, -0.6, 0.4], [-1.0, 1.1, -1.8], [-0.2, 0.1, -0.7]],
  "lowdin_charge": [-0.147, -0.119, -0.227, -0.438, 0.010, -0.544, 0.674, 0.035, 0.094, 0.072, 0.060, 0.123, 0.101, 0.136, 0.068, 0.071, 0.055, 0.115, -0.139],
  "lumo_energy_ha": 0.02773,
  "e_homo_ev": -8.52,
  "smiles": "CNC[C@@H](N)CS",
  "total_charge": 0,
  "de_lowest_ev": 1.595
}

Calculated values (eV) of E_tot for the records, taken in order: -65198.665 -7267.044 -18156.424.